This record from the Open Molecules 2025 dataset describes C26H45IrN7PS4 as an isolated structure at a distorted geometry. The level of theory is ωB97M-V/def2-TZVPD.

```
84
Properties=species:S:1:pos:R:3:forces:R:3:mulliken_charge:R:1
Ir -0.8296 0.8981 -0.8643 -0.13 -0.42 -0.91 2.355
S -2.6779 0.9371 0.4622 -0.45 0.82 0.88 -1.012
C -2.0351 2.2963 1.3518 0.13 -0.13 -0.49 0.858
S -0.5216 2.6859 0.5967 -0.05 0.50 0.47 -0.725
C -2.5911 2.9043 2.4430 -0.03 0.03 -0.06 0.760
C -1.8942 3.9549 3.1090 -0.07 -0.02 0.06 -0.122
N -1.3088 4.7847 3.6523 0.01 -0.01 -0.05 -0.548
C -3.8602 2.4690 2.9258 0.07 -0.02 0.04 -0.124
N -4.8794 2.0762 3.2911 0.00 0.03 -0.02 -0.543
N 0.7723 -0.4312 -3.2303 -0.12 0.03 -0.02 -0.397
N 0.5701 0.8081 -2.5336 0.38 0.74 -0.04 -0.949
H 0.9811 -0.2057 -4.1980 -0.01 -0.08 -0.04 0.288
H -0.1334 -0.8936 -3.2102 0.00 -0.04 0.00 0.118
H 0.0715 1.4733 -3.1267 0.16 0.04 -0.11 0.437
H 1.4815 1.2078 -2.3326 0.04 -0.09 0.01 0.235
C -2.8450 4.1003 -4.9691 0.00 -0.05 -0.02 -0.901
N -3.6712 3.2124 -4.1691 0.09 0.12 0.05 -0.238
C -3.2855 2.6475 -3.0179 0.04 -0.22 0.02 0.959
S -1.6780 2.8313 -2.4268 -0.19 -0.22 0.19 -0.657
N -4.1828 1.9580 -2.3345 0.02 -0.09 -0.03 0.098
C -5.5266 1.6648 -2.7940 0.00 0.03 0.04 -1.324
H -3.2567 4.1332 -5.9751 0.00 0.02 0.00 0.351
H -1.8306 3.7135 -5.0140 0.00 -0.01 -0.01 0.310
H -2.8159 5.1092 -4.5558 0.01 -0.01 0.02 0.310
H -4.6552 3.1899 -4.3811 0.00 -0.03 -0.02 0.225
H -3.8576 1.5411 -1.4689 -0.02 0.04 0.06 -0.162
H -5.5065 1.1042 -3.7303 0.01 0.01 -0.01 0.433
H -6.1161 2.5793 -2.9076 0.01 0.00 0.01 0.409
H -6.0071 1.0422 -2.0464 -0.01 -0.01 0.00 0.332
S -4.1411 -1.6753 -3.0932 0.02 0.00 -0.03 -0.408
C -2.8145 -0.9921 -2.4734 0.02 -0.03 0.03 0.450
N -1.8477 -0.4968 -2.0299 0.20 -0.29 -0.01 -0.527
C 3.0790 -3.7832 -1.0999 0.03 0.02 0.04 -0.752
C 1.5855 -4.0720 -0.8886 -0.01 0.01 -0.01 -0.799
C 0.7587 -2.7815 -0.7664 0.14 0.05 0.00 -0.496
C 1.5844 -1.6910 -0.0664 -0.13 -0.02 -0.30 0.612
C 2.7890 -1.2925 -0.9510 0.03 0.03 0.18 -0.413
C 3.2716 -2.4574 -1.8261 -0.02 0.02 0.06 -0.992
P 0.5771 -0.2726 0.5736 -0.06 -0.60 0.12 -1.898
C 1.8613 0.8713 1.3061 0.15 -0.18 0.06 0.457
C 2.4974 1.8502 0.3054 0.00 -0.08 -0.06 -0.605
C 3.0906 3.0473 1.0600 -0.03 0.03 -0.01 -0.947
C 3.7495 2.6136 2.3801 0.00 0.02 0.01 -0.808
C 4.2035 1.1634 2.2915 0.01 -0.03 -0.05 -0.883
C 2.9999 0.2183 2.1356 -0.05 0.05 0.02 -0.767
C -0.2561 -1.0226 2.0729 0.12 0.01 0.07 0.817
C 0.6741 -1.9212 2.9491 -0.09 0.12 0.08 -0.989
C 0.3222 -3.4042 2.8717 0.02 0.01 0.00 -0.358
C -1.0842 -3.6651 3.4156 0.01 -0.04 0.01 -0.882
C -2.0249 -2.5007 3.0801 -0.01 0.02 0.01 -1.241
C -1.5818 -1.7693 1.8161 0.07 -0.10 -0.07 0.393
H 3.5535 -4.6012 -1.6436 -0.01 0.00 -0.01 0.502
H 3.5876 -3.7263 -0.1315 0.01 -0.01 0.00 0.279
H 1.4569 -4.6816 0.0096 -0.01 -0.01 -0.01 0.161
H 1.1958 -4.6609 -1.7220 0.01 0.00 0.00 0.532
H -0.1667 -2.9929 -0.2380 -0.03 0.03 -0.02 -0.344
H 0.4811 -2.4198 -1.7520 -0.06 0.00 -0.06 0.345
H 1.9843 -2.1386 0.8456 0.00 -0.01 0.01 0.616
H 3.6103 -0.9532 -0.3154 -0.01 -0.07 0.03 0.392
H 2.5338 -0.4502 -1.5821 -0.02 0.06 -0.15 -0.385
H 4.3222 -2.3084 -2.0824 -0.01 0.02 -0.03 0.526
H 2.7113 -2.4635 -2.7630 -0.03 -0.02 -0.03 0.349
H 1.2689 1.4661 2.0023 -0.03 0.06 -0.03 1.002
H 1.7791 2.2011 -0.4380 0.00 0.04 0.07 -0.049
H 3.2839 1.3300 -0.2463 0.02 0.00 0.00 0.317
H 2.2988 3.7715 1.2605 0.01 0.00 0.00 0.250
H 3.8239 3.5465 0.4223 -0.01 -0.02 -0.02 0.478
H 3.0413 2.7193 3.2068 -0.01 -0.02 0.00 0.331
H 4.5913 3.2657 2.6155 -0.01 0.02 0.00 0.485
H 4.7708 0.8779 3.1790 -0.01 -0.02 0.00 0.518
H 4.8851 1.0474 1.4430 0.00 0.02 -0.01 0.287
H 2.6215 -0.0155 3.1290 -0.04 0.00 0.05 0.321
H 3.3416 -0.7198 1.6973 -0.01 -0.01 0.03 0.091
H -0.4981 -0.1277 2.6602 -0.09 0.00 -0.02 0.693
H 0.5835 -1.5964 3.9903 -0.04 0.00 -0.01 0.448
H 1.7181 -1.7932 2.6993 0.10 0.03 0.02 0.351
H 1.0558 -3.9819 3.4380 0.03 0.01 -0.02 0.569
H 0.4038 -3.7448 1.8356 -0.05 0.02 0.01 -0.296
H -1.0382 -3.8070 4.4978 -0.01 0.01 0.00 0.324
H -1.4719 -4.5977 2.9995 0.00 0.01 -0.01 0.384
H -2.0548 -1.7829 3.9057 0.01 0.00 0.00 0.364
H -3.0455 -2.8640 2.9562 -0.02 0.03 0.00 0.479
H -2.3459 -1.0680 1.5106 0.02 -0.10 0.07 0.011
H -1.4866 -2.4889 1.0018 0.01 -0.02 0.00 -0.071
```
Positions in Å, forces in eV/Å.

Output
- Orbital gap: 7.644 eV
- Energy above the lowest of the compared OMol25 structures with the same formula, charge and spin: 0.2947 eV
- Highest occupied orbital energy: -7.719 eV
- DFT total energy: -3439.5331 Eh
- Multiplicity: 1